[1]
A molecular structure, C38H52N3O2P2Sr at a distorted geometry. Source: the OMol25 dataset; level of theory: ωB97M-V with the def2-TZVPD basis set.

Its HOMO-LUMO gap is 0.2201 Ha. For the total energy, the calculation gives -68225.65120 eV. The spin multiplicity is 1. The energy relative to the best compared isomer or geometry (same formula, charge and spin) comes out at 53.42 kJ/mol. The HOMO energy comes out at -8.79 eV. As for the charge: +1. Its molar mass is 732.42 g mol⁻¹.

```
98
C38H52N3O2P2Sr | the OMol25 dataset | ωB97M-V with the def2-TZVPD basis set
Sr -0.12 -1.17 0.21
C -1.49 -2.52 -2.04
C -1.82 -1.02 -1.97
C -2.54 -0.60 -3.26
P -2.89 -0.37 -0.54
C -2.90 -1.65 0.83
C -3.94 -2.71 0.40
C -3.38 -0.95 2.11
C -2.18 1.29 -0.17
C -3.27 2.18 -0.35
C -3.16 3.52 -0.65
C -4.36 4.40 -0.81
C -1.87 3.97 -0.90
C -0.78 3.16 -0.68
C -0.85 1.85 -0.14
N 0.26 1.14 0.25
C 1.45 1.83 0.51
C 1.46 3.01 1.28
C 2.63 3.69 1.55
C 3.86 3.24 1.06
C 5.13 4.00 1.34
C 3.86 2.05 0.36
C 2.70 1.32 0.10
P 2.75 -0.36 -0.58
C 4.14 -1.25 0.28
C 5.57 -0.71 0.29
C 3.69 -1.52 1.72
C 3.19 -0.18 -2.38
C 4.32 0.78 -2.72
C 1.91 0.24 -3.11
H -0.58 -2.69 -2.62
H -2.29 -3.04 -2.58
H -1.40 -3.06 -1.09
H -0.90 -0.40 -2.00
H -3.50 -1.12 -3.35
H -1.92 -0.84 -4.13
H -2.73 0.48 -3.27
H -2.01 -2.24 1.14
H -3.92 -2.90 -0.68
H -4.95 -2.36 0.63
H -3.77 -3.65 0.92
H -4.31 -0.41 1.93
H -2.64 -0.23 2.48
H -3.56 -1.69 2.89
H -4.27 1.75 -0.32
H -5.28 3.86 -0.57
H -4.45 4.78 -1.83
H -4.31 5.27 -0.14
H -1.71 4.97 -1.28
H 0.20 3.57 -0.88
H 0.52 3.39 1.66
H 2.58 4.60 2.14
H 4.95 5.07 1.39
H 5.87 3.81 0.57
H 5.57 3.69 2.30
H 4.81 1.68 -0.01
H 4.16 -2.20 -0.26
H 5.67 0.14 0.97
H 5.94 -0.42 -0.69
H 6.24 -1.49 0.67
H 3.57 -0.58 2.26
H 4.43 -2.12 2.24
H 2.74 -2.05 1.75
H 3.46 -1.19 -2.70
H 4.09 1.79 -2.38
H 4.45 0.83 -3.81
H 5.28 0.49 -2.30
H 1.54 1.20 -2.74
H 1.12 -0.50 -2.99
H 2.10 0.34 -4.18
O 0.26 -2.74 7.48
C 0.22 -1.40 7.04
C 0.23 -1.37 5.54
C 0.20 -0.15 4.86
C 0.22 -0.16 3.48
N 0.27 -1.28 2.76
C 0.30 -2.45 3.41
C 0.28 -2.53 4.79
C 0.41 -3.67 2.56
C 0.21 -4.95 3.07
C 0.41 -6.05 2.26
C 0.22 -7.45 2.78
O -0.28 -7.39 4.10
C 0.79 -5.84 0.94
C 0.93 -4.54 0.50
N 0.74 -3.47 1.28
H 0.28 -2.75 8.44
H 1.08 -0.83 7.41
H -0.68 -0.89 7.39
H 0.17 0.79 5.40
H 0.20 0.77 2.92
H 0.33 -3.48 5.31
H -0.09 -5.10 4.10
H 1.19 -7.96 2.74
H -0.46 -7.99 2.11
H -0.34 -8.28 4.45
H 0.97 -6.66 0.26
H 1.22 -4.34 -0.53
```

***

[2]
A molecular structure, C2H4LiNiO at a distorted geometry. Source: the OMol25 dataset; level of theory: ωB97M-V with the def2-TZVPD basis set.

Its HOMO-LUMO gap (spin up / spin down) is 0.1686 / 0.2352 Ha. For the total energy, the calculation gives -45429.64516 eV. The spin multiplicity is 4. The HOMO energy (spin up / spin down) comes out at -5.50 / -7.37 eV. As for the charge: 0. Its molar mass is 109.69 g mol⁻¹. Its expectation value of S² is 3.76.

```
9
C2H4LiNiO | the OMol25 dataset | ωB97M-V with the def2-TZVPD basis set
O 1.47 -0.27 0.00
Li 3.18 -0.54 -0.04
Ni 0.44 1.24 -0.01
C -0.04 -1.64 0.06
C -1.26 -0.91 0.07
H 0.18 -2.22 -0.85
H 0.22 -2.19 0.98
H -1.81 -0.85 1.02
H -1.86 -0.90 -0.84
```

***

[3]
A molecular structure, C9H9MoO6 at a distorted geometry. Source: the OMol25 dataset; level of theory: ωB97M-V with the def2-TZVPD basis set.

Its HOMO-LUMO gap (spin up / spin down) is 0.1792 / 0.1481 Ha. For the total energy, the calculation gives -23577.55812 eV. The spin multiplicity is 3. The energy relative to the best compared isomer or geometry (same formula, charge and spin) comes out at 202.60 kJ/mol. The HOMO energy (spin up / spin down) comes out at -21.35 / -21.34 eV. As for the charge: +3. Its molar mass is 309.10 g mol⁻¹. Its expectation value of S² is 2.16.

```
25
C9H9MoO6 | the OMol25 dataset | ωB97M-V with the def2-TZVPD basis set
O 1.45 1.53 -4.22
C 1.13 0.92 -3.32
Mo -0.55 -0.39 -0.63
O -0.72 2.25 -2.30
C -0.74 1.30 -1.64
C -1.53 -0.14 1.06
O -2.15 0.07 2.02
C 1.48 -0.71 0.02
O 2.05 -1.15 0.98
C -1.12 -2.04 -1.59
O -1.42 -3.00 -2.19
H 2.20 -0.41 -0.85
C 0.31 3.72 2.39
C 0.44 2.61 3.43
C 0.96 1.43 2.62
O 0.57 1.64 1.24
C 0.14 2.99 1.05
H -0.54 4.36 2.62
H 1.23 4.32 2.34
H -0.57 2.33 3.77
H 1.04 2.86 4.30
H 2.06 1.38 2.66
H 0.56 0.46 2.92
H -0.89 2.99 0.68
H 0.75 3.45 0.27
```

***

[4]
A single C4H9NS molecule at a distorted geometry. Source: the OMol25 dataset; level of theory: ωB97M-V with the def2-TZVPD basis set.

As for the structure (SMILES): CCCC(N)=S. Its HOMO-LUMO gap is 0.3254 Ha. For the total energy, the calculation gives -16617.88404 eV. The spin multiplicity is 1. The energy relative to the best compared isomer or geometry (same formula, charge and spin) comes out at 151.52 kJ/mol. The HOMO energy comes out at -8.36 eV. As for the charge: 0. Its molar mass is 103.19 g mol⁻¹.

```
15
C4H9NS | the OMol25 dataset | ωB97M-V with the def2-TZVPD basis set
C 2.08 -0.62 -0.48
C 1.59 0.88 -0.39
C 0.53 0.89 0.72
C -0.64 -0.05 0.42
N -0.79 -0.78 1.45
S -1.53 -0.13 -0.94
H 1.15 -1.20 -1.06
H 2.89 -0.69 -1.13
H 2.36 -1.02 0.51
H 1.27 1.23 -1.39
H 2.30 1.69 0.05
H 0.01 1.89 0.49
H 0.96 0.88 1.73
H -1.68 -1.39 1.57
H -0.55 -0.39 2.49
```

***

[5]
10 unconnected molecules or ions with the total composition C3H22NO12 at a distorted geometry. Source: the OMol25 dataset; level of theory: ωB97M-V with the def2-TZVPD basis set.

Its HOMO-LUMO gap is 0.3758 Ha. For the total energy, the calculation gives -29533.91489 eV. The spin multiplicity is 1. The energy relative to the best compared isomer or geometry (same formula, charge and spin) comes out at 0.00 kJ/mol. The HOMO energy comes out at -7.32 eV. As for the charge: -1. Its molar mass is 264.20 g mol⁻¹.

```
38
C3H22NO12 | the OMol25 dataset | ωB97M-V with the def2-TZVPD basis set
C 0.31 3.02 -0.81
N -0.77 2.25 -0.50
C -0.69 1.35 0.63
C -0.11 -0.01 0.20
O -0.43 -1.02 0.90
O 0.63 -0.08 -0.79
O 1.28 3.17 -0.08
H 0.23 3.56 -1.76
H -1.40 1.94 -1.23
H -0.09 1.81 1.41
H -1.70 1.23 1.05
H 2.03 2.09 1.12
H 2.88 0.75 1.22
O 2.45 1.46 1.75
H -2.26 0.40 -2.99
H -2.63 -0.60 -1.76
O -2.88 0.24 -2.23
H 2.49 -0.45 -0.42
H 2.95 -1.45 0.62
O 3.25 -0.65 0.15
H -1.69 -0.28 3.60
H -1.65 -0.84 2.17
O -2.27 -0.58 2.88
H -0.42 1.18 -3.22
H -0.53 0.02 -4.14
O -0.92 0.90 -4.01
H 1.92 -2.37 2.34
H 0.96 -2.15 1.12
O 1.80 -2.57 1.40
H -1.46 -1.92 -0.24
H -2.98 -2.06 -0.32
O -2.19 -2.15 -0.87
H 0.57 -0.47 2.83
H 1.61 0.58 3.00
O 1.02 0.01 3.54
H -0.40 -2.58 -2.23
H 0.67 -1.54 -1.79
O 0.43 -2.17 -2.51
```